No. 1
Formula: C22H25NO
Source: OMol25
Level of theory: ωB97M-V/def2-TZVPD

CARTESIAN COORDINATES (ANGSTROEM)
1 C -0.99 0.58 -1.63
2 H -0.02 -2.98 2.36
3 H 0.32 -2.21 3.92
4 C 0.23 0.24 -1.05
5 H 3.92 2.18 -3.71
6 C 0.04 -1.95 -2.02
7 H -3.00 -0.55 2.19
8 C 1.35 -0.26 1.60
9 C -2.51 -2.23 0.93
10 H 1.87 5.53 -2.02
11 H -1.39 1.57 -1.47
12 C 2.07 4.47 -2.05
13 H 2.82 0.29 0.20
14 H -3.67 -4.06 1.00
15 C 1.41 3.62 -1.18
16 C 1.99 0.73 0.75
17 H -1.62 -2.74 0.56
18 C -0.09 -2.04 2.92
19 H 2.73 0.68 -2.17
20 H -2.63 -0.06 -2.84
21 C 0.94 1.31 -0.23
22 C -1.69 -0.34 -2.40
23 H 0.68 4.02 -0.48
24 C 1.65 2.25 -1.20
25 H -1.86 -4.31 2.66
26 C -1.17 -1.61 -2.59
27 H 0.33 2.43 1.25
28 C -3.42 -3.22 1.65
29 H -4.35 -2.71 1.93
30 H -1.72 -2.33 -3.19
31 N -1.46 -1.57 3.09
32 C 3.22 2.59 -2.99
33 H -3.41 -4.35 3.50
34 C 2.98 3.96 -2.96
35 C 0.71 -1.05 2.23
36 C -2.31 -2.52 3.79
37 H 3.50 4.62 -3.64
38 O -0.07 1.98 0.50
39 H -3.02 -1.81 0.06
40 H 1.67 -1.33 -0.81
41 H -1.78 -2.87 4.68
42 H -1.44 -0.40 1.38
43 C -2.73 -3.72 2.92
44 H 2.39 1.55 1.36
45 C 2.56 1.75 -2.12
46 H -3.20 -1.98 4.11
47 C -2.11 -1.10 1.88
48 C 0.74 -1.03 -1.26
49 H 0.45 -2.94 -2.17

Values from the calculation:
Relative energy (zero: lowest compared OMol25 entry of this formula, charge and spin), eV: 2.450
Molar mass, Da: 319.4
Orbital gap, hartree: 0.3246
E_tot, eV: -26755.792
SMILES: OC(CC#CCN1CCCCC1)(c1ccccc1)c1ccccc1
Net charge: 0

***

No. 2
Formula: C22H25NO4
Source: OMol25
Level of theory: ωB97M-V/def2-TZVPD

CARTESIAN COORDINATES (ANGSTROEM)
1 H 1.53 0.23 -3.08
2 C -2.86 0.70 -0.51
3 H 2.28 0.68 1.95
4 H 5.34 0.31 -0.17
5 C -1.86 -1.28 -1.42
6 C 3.77 -1.20 -0.05
7 H 0.20 2.40 -2.50
8 C 1.64 -1.29 1.39
9 C -3.96 2.60 0.42
10 O 2.30 -1.81 -1.91
11 H 2.92 -2.92 0.92
12 O -4.11 -1.29 -0.49
13 H 3.63 -1.74 2.03
14 H -1.04 2.23 2.44
15 C 1.44 0.01 1.81
16 H -1.91 0.02 2.15
17 H 0.12 -1.09 -2.16
18 H -3.16 2.85 1.13
19 C 1.79 1.00 -2.35
20 O -3.97 1.23 0.10
21 H -4.17 -2.83 -1.89
22 H -4.93 2.80 0.88
23 O 3.39 2.34 -0.43
24 C 3.42 1.14 -0.50
25 H -3.85 3.22 -0.48
26 C -0.62 0.78 -1.42
27 C 4.33 0.18 0.24
28 C -1.72 1.40 -0.81
29 H 4.55 -1.90 -0.36
30 H 0.85 2.23 -0.88
31 H 4.38 0.43 1.30
32 H 2.40 1.76 -2.84
33 C 0.55 1.67 -1.77
34 H -5.25 -2.93 -0.47
35 C -2.94 -0.67 -0.82
36 H -1.59 -2.30 1.42
37 C -0.70 -0.56 -1.71
38 C 0.17 0.51 2.06
39 H 0.60 2.60 1.90
40 C 2.81 -0.98 -1.21
41 C -0.74 -1.65 1.52
42 N 2.63 0.38 -1.34
43 C 0.53 -2.12 1.23
44 C 3.02 -1.85 1.13
45 C -4.26 -2.65 -0.81
46 C -0.92 -0.34 1.93
47 H -1.88 -2.33 -1.66
48 H 0.67 -3.13 0.90
49 H -3.52 -3.27 -0.29
50 C 0.00 1.93 2.51
51 H -1.64 2.46 -0.59
52 H 0.32 2.04 3.54

Values from the calculation:
Relative energy (zero: lowest compared OMol25 entry of this formula, charge and spin), eV: 0.597
Molar mass, Da: 367.4
Orbital gap, hartree: 0.3162
E_tot, eV: -32900.810
SMILES: COc1ccc(CCN2C(=O)C[C@@H](Cc3cccc(C)c3)C2=O)cc1OC
Net charge: 0

***

No. 3
Formula: C22H25NO4
Source: OMol25
Level of theory: ωB97M-V/def2-TZVPD

CARTESIAN COORDINATES (ANGSTROEM)
1 H -7.49 -2.02 1.35
2 H 0.64 -2.75 -2.13
3 H 0.82 1.98 0.13
4 C 1.31 1.64 -0.79
5 C 6.42 -0.94 2.08
6 C 4.87 -0.48 0.37
7 H 5.67 -1.25 2.81
8 H -1.88 1.16 -0.25
9 C 0.37 0.72 -1.56
10 C -4.56 0.48 0.20
11 H 6.97 1.65 -1.35
12 C -5.69 2.62 0.33
13 H 7.43 0.33 -0.24
14 C -6.91 1.97 0.42
15 C 3.73 1.57 -0.14
16 C 2.55 -0.51 -0.34
17 H 2.37 -2.87 -1.76
18 C 2.56 0.88 -0.41
19 H 1.78 -1.55 -2.78
20 H -7.68 -2.02 -0.42
21 N 0.15 -0.48 -0.80
22 H 7.33 -1.53 2.21
23 H -7.93 0.10 0.49
24 H -3.59 2.39 0.15
25 H -5.65 3.70 0.34
26 C -6.97 0.59 0.41
27 C -2.11 0.11 -0.14
28 H -3.50 -1.39 0.20
29 H 3.71 -2.24 0.17
30 H -0.57 1.21 -1.80
31 C 1.33 -1.33 -0.66
32 H -6.72 -3.29 0.37
33 O 6.01 1.68 0.49
34 H -7.83 2.54 0.51
35 C -5.81 -0.17 0.30
36 C -0.99 -0.86 -0.16
37 H 3.76 2.65 -0.21
38 O -5.79 -1.53 0.27
39 H 6.64 0.12 2.23
40 C -6.99 -2.23 0.40
41 C 7.15 1.38 -0.30
42 H 1.11 -2.01 0.17
43 O 5.97 -1.21 0.76
44 C 1.54 -2.18 -1.92
45 C -3.36 -0.32 0.09
46 C 4.90 0.92 0.23
47 C -4.53 1.88 0.21
48 H 7.96 2.00 0.10
49 H 0.84 0.44 -2.51
50 O -1.08 -1.95 0.38
51 C 3.71 -1.16 0.07
52 H 1.56 2.52 -1.38

Values from the calculation:
Relative energy (zero: lowest compared OMol25 entry of this formula, charge and spin), eV: 2.554
Molar mass, Da: 367.4
Orbital gap, hartree: 0.3137
E_tot, eV: -32898.853
SMILES: COc1ccccc1/C=C/C(=O)N1CCc2cc(OC)c(OC)cc2[C@@H]1C
Net charge: 0

***

No. 4
Formula: C22H25NO5PSSbSe2Te2Ti
Source: OMol25
Level of theory: ωB97M-V/def2-TZVPD

CARTESIAN COORDINATES (ANGSTROEM)
1 Se -1.79 4.26 0.25
2 H 3.34 -0.14 -1.37
3 O -2.45 1.16 0.66
4 C 1.22 -2.12 4.40
5 H 2.45 -2.09 2.61
6 Se 1.68 2.99 1.92
7 S 0.85 1.98 -2.59
8 H 0.03 -1.59 6.24
9 Te 0.19 4.36 3.49
10 H -2.31 0.55 2.88
11 C 0.24 -1.41 5.20
12 C 5.35 0.47 1.90
13 C 3.23 0.03 0.85
14 H -0.04 -4.58 -2.35
15 C 3.97 0.37 1.98
16 C 6.02 0.26 0.74
17 H 5.95 0.72 2.78
18 O 1.50 2.58 -1.35
19 H 5.79 0.06 -1.35
20 C 0.23 -1.40 -1.35
21 H -5.95 0.53 -5.24
22 H 1.65 -4.91 -0.68
23 H -4.52 -0.48 -4.79
24 H 1.85 -2.86 4.86
25 H -4.36 1.10 -5.74
26 C -4.91 0.58 -4.94
27 Ti 0.16 2.34 0.01
28 C -0.29 -0.11 3.13
29 H -3.47 -0.69 -2.39
30 C -0.53 -0.52 4.50
31 C 0.28 -3.70 -1.80
32 H 2.40 -2.92 0.71
33 H -2.56 2.09 0.52
34 C -3.21 0.38 -2.29
35 C 3.91 -0.06 -0.37
36 H 3.47 0.50 2.91
37 C 1.10 -1.55 -0.28
38 Sb -4.61 1.69 -3.17
39 H -0.86 -2.33 -2.94
40 H -1.22 0.07 5.00
41 H -3.05 0.58 -1.22
42 C -1.31 0.57 2.50
43 H -6.42 -0.49 -2.39
44 H -0.08 -0.40 -1.58
45 C 1.17 -3.89 -0.78
46 P 1.37 -0.05 0.77
47 C 1.62 -2.84 -0.02
48 C -0.14 -2.45 -2.15
49 O 0.86 2.86 -3.71
50 O -0.52 1.77 -1.99
51 H 7.13 0.23 0.82
52 C -6.30 0.58 -2.15
53 Te -0.48 6.05 1.65
54 O 1.52 0.74 -2.84
55 C 1.53 -1.68 3.14
56 C 5.29 0.00 -0.39
57 N -1.22 1.19 1.32
58 H -7.31 1.06 -2.30
59 H -6.14 0.61 -1.03
60 H -2.23 0.58 -2.70
61 C 0.92 -0.61 2.50

Values from the calculation:
Molar mass, Da: 1029.2
Orbital gap (alpha / beta), hartree: 0.1669 / 0.2227
E_tot, eV: -230005.803
2S+1: 3
<S²>: 2.0309
Net charge: -2

***

No. 5
Formula: C22H26AgN7Si
Source: OMol25
Level of theory: ωB97M-V/def2-TZVPD

CARTESIAN COORDINATES (ANGSTROEM)
1 Si 3.06 1.33 0.28
2 N -4.57 1.07 0.76
3 H 3.37 2.28 -2.01
4 C -2.74 -3.16 0.75
5 C -3.46 0.28 0.83
6 N -2.37 1.03 0.88
7 H 5.55 1.32 -0.20
8 H 3.24 3.11 2.05
9 C -2.79 2.32 0.83
10 N 1.85 0.30 0.93
11 C 2.89 3.09 1.02
12 H 1.73 1.67 -1.83
13 C 0.56 0.63 -5.90
14 H -0.56 -2.64 -4.17
15 H -1.71 -0.71 4.64
16 H 0.88 1.54 -6.39
17 H 1.84 3.38 1.04
18 H -1.06 -2.35 4.72
19 C -0.25 -1.73 -4.66
20 H -1.63 -1.68 3.17
21 C -3.44 -1.15 0.81
22 C -4.10 -3.24 0.71
23 H 4.99 -0.29 0.20
24 C 0.07 -1.73 -6.00
25 C 0.25 -0.91 3.80
26 H 3.19 -0.16 5.26
27 H -4.83 3.18 0.70
28 C 2.44 -0.26 4.50
29 C 1.18 -0.77 4.82
30 H 3.44 3.85 0.48
31 C 1.71 -0.04 2.21
32 Ag -0.33 -0.35 0.40
33 C -0.18 -0.53 -3.93
34 C -0.59 -0.52 -2.59
35 H 0.94 -1.07 5.83
36 H 5.26 0.87 1.47
37 H -2.02 -3.96 0.74
38 C -4.15 2.36 0.76
39 N -1.07 -0.50 -1.53
40 H 0.32 1.56 -3.99
41 H -5.53 0.77 0.70
42 H 3.06 0.56 -2.13
43 H 0.73 -0.56 -7.68
44 N -4.55 -1.95 0.76
45 C 0.24 0.65 -4.56
46 C 0.47 -0.55 -6.63
47 H -5.51 -1.67 0.76
48 C -1.12 -1.45 4.10
49 H 3.66 0.50 2.92
50 N -2.35 -1.87 0.81
51 H -0.01 -2.64 -6.57
52 C 2.70 0.11 3.21
53 H -4.77 -4.07 0.67
54 N 0.51 -0.57 2.55
55 C 2.77 1.47 -1.61
56 C 4.88 0.76 0.46
57 H -2.09 3.13 0.87

Values from the calculation:
Molar mass, Da: 524.5
Orbital gap, hartree: 0.2269
E_tot, eV: -45544.718
Net charge: 0

***

No. 6
Formula: C22H26CdF3N8OS
Source: OMol25
Level of theory: ωB97M-V/def2-TZVPD

CARTESIAN COORDINATES (ANGSTROEM)
1 H -2.93 -1.98 -2.01
2 C 0.47 -2.33 4.54
3 Cd 2.34 -0.17 3.03
4 C -1.92 -3.35 3.74
5 N 3.77 1.23 4.06
6 C 1.64 -2.44 -3.53
7 C -0.32 2.72 0.70
8 H -0.85 -0.73 -1.40
9 H -3.62 -0.57 -1.88
10 H -3.52 2.97 -2.99
11 C 1.92 -0.09 -3.84
12 H -2.61 3.19 -0.76
13 H 0.58 -3.79 5.74
14 C -2.75 -0.82 -2.08
15 H -1.81 -0.78 -0.07
16 C -2.45 2.72 -2.86
17 H -0.65 3.47 0.19
18 H -0.53 0.65 0.95
19 N -1.26 3.42 -3.26
20 C -0.01 -3.59 4.98
21 N 4.96 2.79 5.55
22 H -1.33 4.17 -2.63
23 H 2.07 -3.07 -1.60
24 C 0.87 -1.45 -5.57
25 H 2.12 0.83 -4.10
26 O 0.02 -0.43 3.16
27 C 2.41 0.04 -2.53
28 H -3.54 1.52 -1.36
29 F 0.96 -0.19 -6.32
30 C -1.82 -0.23 -1.08
31 H 0.62 -2.96 -3.20
32 C -1.06 1.35 0.54
33 N -1.55 1.14 -0.87
34 C 2.41 -0.63 1.00
35 H -0.76 3.41 2.65
36 H 3.09 0.92 -2.34
37 C -1.24 -4.06 4.70
38 H -1.75 -1.54 2.43
39 C 1.86 -2.25 -2.13
40 N 5.67 2.55 7.90
41 H 0.84 2.60 0.22
42 N -0.33 -1.62 3.73
43 C 1.65 -1.18 -4.42
44 H -1.99 1.40 1.41
45 H -1.26 -0.39 -3.55
46 H -1.72 -4.69 5.44
47 S 1.87 -1.60 5.07
48 C -2.59 2.26 -1.25
49 F -0.33 -1.83 -5.47
50 C 2.26 -0.97 -1.62
51 H -2.96 -3.45 3.44
52 H -2.20 1.69 -3.19
53 C 4.36 1.87 4.85
54 H -2.95 -0.75 -4.13
55 H -0.56 2.82 -2.87
56 H 0.77 2.74 2.73
57 N -2.29 -0.60 -3.42
58 C 2.48 -0.94 -0.21
59 C 5.31 2.48 6.79
60 N 0.07 3.23 2.10
61 C -1.43 -2.25 3.18
62 F 1.50 -2.46 -6.25

Values from the calculation:
Relative energy (zero: lowest compared OMol25 entry of this formula, charge and spin), eV: 11.674
Molar mass, Da: 620.0
Orbital gap (alpha / beta), hartree: 0.1205 / 0.2220
E_tot, eV: -60742.796
2S+1: 2
<S²>: 0.7702
Net charge: -2

***

No. 7
Formula: C22H26CdF5O24S
Source: OMol25
Level of theory: ωB97M-V/def2-TZVPD

CARTESIAN COORDINATES (ANGSTROEM)
1 C -4.21 -2.00 1.50
2 C 2.11 -1.45 -1.59
3 H -2.29 -4.58 -5.20
4 O -2.05 3.23 -1.15
5 C -0.66 1.33 5.29
6 O -0.91 -0.53 -5.07
7 O 2.10 -2.32 -0.53
8 H -2.66 4.33 0.51
9 H 3.53 -2.62 1.02
10 H -0.30 2.18 4.74
11 C 3.48 -2.53 -0.10
12 Cd -0.82 -0.58 -1.42
13 H -3.66 -2.57 3.50
14 C 1.77 2.94 0.63
15 O -1.49 -0.20 3.85
16 H 0.52 0.01 4.05
17 H -0.27 1.48 6.30
18 C 6.41 -0.04 4.87
19 O 5.03 0.33 1.76
20 C -0.37 0.05 4.63
21 O -2.32 1.18 -5.30
22 O 0.08 1.08 0.06
23 O 7.14 0.11 2.58
24 H -4.66 -1.12 1.97
25 F 2.42 2.82 -0.56
26 O 2.13 0.35 1.01
27 H 4.18 -0.40 -0.04
28 H -4.96 -2.59 0.93
29 H 8.56 0.06 4.22
30 C -2.06 -1.84 1.05
31 H -3.10 -1.92 -6.41
32 O -2.49 1.28 -0.25
33 H -0.90 3.32 -3.86
34 C -0.87 2.90 -4.89
35 O -1.81 1.34 -2.37
36 C -2.56 0.50 4.36
37 C 7.60 -0.35 3.92
38 H -1.17 -3.47 -5.96
39 O -1.04 -1.69 0.45
40 C -1.99 -3.52 -5.24
41 C -1.09 0.64 -5.09
42 C -2.59 2.21 0.79
43 O -2.08 1.34 5.27
44 O 0.50 1.64 2.37
45 C -2.49 -2.14 -3.57
46 H 5.16 -1.48 -1.12
47 O -2.44 -1.46 -2.59
48 F 2.69 3.42 1.47
49 O -0.20 1.64 -4.98
50 O 5.30 0.19 4.02
51 C -2.28 2.60 -5.40
52 H -3.03 3.01 -4.69
53 O -3.56 -2.11 -4.40
54 H -2.58 2.93 -6.33
55 C -2.92 3.44 0.03
56 O -3.23 -1.45 0.66
57 H -4.16 -3.26 -5.92
58 F -0.26 -1.02 5.50
59 O 3.28 -0.91 -1.78
60 O -2.05 -2.52 2.17
61 H 6.14 -0.94 5.48
62 O -1.57 -2.91 -4.02
63 H -3.92 3.49 -0.38
64 F -3.47 -4.19 2.24
65 F 0.82 3.91 0.59
66 O 1.12 -1.35 -2.27
67 S 1.08 1.32 1.08
68 C -3.29 -2.66 -5.64
69 C 4.18 -1.27 -0.69
70 C 5.78 0.29 2.71
71 H -0.25 3.52 -5.53
72 H -1.65 2.31 1.27
73 O -3.69 0.41 4.00
74 H -3.37 1.88 1.48
75 C -2.04 1.97 -1.35
76 H 6.61 0.75 5.61
77 H 7.63 -1.43 3.88
78 C -3.40 -2.89 2.47
79 H 3.89 -3.45 -0.59

Values from the calculation:
Relative energy (zero: lowest compared OMol25 entry of this formula, charge and spin), eV: 0.196
Molar mass, Da: 913.9
Orbital gap, hartree: 0.3911
E_tot, eV: -101358.492
Net charge: +1

***

No. 8
Formula: C22H26ClFN2O
Source: OMol25
Level of theory: ωB97M-V/def2-TZVPD

CARTESIAN COORDINATES (ANGSTROEM)
1 C 1.86 -3.22 0.69
2 H 4.09 -2.07 1.30
3 N -0.09 -1.43 -0.55
4 C 0.08 2.61 -1.56
5 H 0.06 -3.28 -1.43
6 C 3.43 1.13 0.23
7 H 2.22 4.08 0.48
8 C -2.63 -0.61 -1.42
9 H -5.96 0.01 -1.25
10 H 4.94 0.15 1.34
11 C -3.94 -0.43 -1.84
12 C -0.35 3.14 0.71
13 H 1.61 -1.30 1.60
14 H -3.09 -0.15 1.90
15 C 3.86 0.05 1.21
16 C -3.31 -0.23 0.85
17 H 3.94 -1.43 -0.34
18 O 3.84 1.19 -0.91
19 H 0.22 -4.63 0.61
20 H -0.89 -1.11 1.42
21 C -2.18 2.65 -0.73
22 H 2.60 3.14 -0.99
23 H 2.32 -3.64 -0.20
24 H 0.78 2.45 -2.37
25 C -0.33 -2.86 -0.50
26 C -4.61 -0.04 0.41
27 C -1.71 2.99 0.52
28 H -2.39 3.14 1.35
29 H 1.76 -1.55 -1.44
30 C -1.28 2.45 -1.77
31 H 1.44 -0.04 -0.58
32 H 2.24 1.97 1.69
33 C -0.89 -0.67 0.40
34 C 3.55 -1.35 0.68
35 C 2.06 -1.70 0.69
36 H 2.33 -3.67 1.56
37 C 0.57 2.97 -0.31
38 H -1.64 2.17 -2.75
39 H -1.85 -0.84 -2.12
40 C 1.32 -1.12 -0.53
41 C -4.94 -0.14 -0.93
42 C -2.31 -0.52 -0.07
43 H -4.18 -0.51 -2.89
44 Cl -5.85 0.34 1.56
45 H -0.46 0.33 0.48
46 N 2.57 2.05 0.74
47 C 0.36 -3.55 0.68
48 H -0.09 -3.22 1.62
49 F 0.10 3.46 1.95
50 H 3.38 0.20 2.19
51 H -3.23 2.53 -0.90
52 C 2.05 3.14 -0.05
53 H -1.40 -3.03 -0.46

Values from the calculation:
Relative energy (zero: lowest compared OMol25 entry of this formula, charge and spin), eV: 0.000
Molar mass, Da: 388.9
Orbital gap, hartree: 0.3327
E_tot, eV: -43505.037
SMILES: O=C(CC[C@@H]1CCCN(Cc2cccc(Cl)c2)C1)NCc1ccccc1F
Net charge: 0